Record 1
Below is C20H12F5IN2O2ReS as an isolated structure, with properties calculated with ωB97M-V/def2-TZVPD.

Geometry (Å):
Re1 -1.01 -1.16 0.23
C1 1.87 -1.14 -3.41
C2 1.38 0.20 -2.95
N1 1.71 1.28 -3.64
C3 1.28 2.49 -3.24
C4 0.49 2.71 -2.13
C5 0.11 4.12 -1.74
O1 -1.26 4.19 -1.35
C6 0.11 1.57 -1.39
C7 -0.71 1.74 -0.23
N2 -1.21 0.81 0.55
C8 -1.89 1.25 1.76
C9 -1.49 2.39 2.45
C10 -2.17 2.78 3.58
C11 -3.25 2.04 4.06
C12 -3.63 0.88 3.41
C13 -2.94 0.51 2.27
I1 -3.48 -1.28 1.32
C14 0.57 0.33 -1.82
O2 0.22 -0.81 -1.16
H1 2.50 -1.01 -4.28
H2 2.45 -1.63 -2.62
H3 1.04 -1.79 -3.66
H4 1.59 3.32 -3.86
H5 0.72 4.45 -0.90
H6 0.33 4.79 -2.57
H7 -1.76 4.72 -1.98
H8 -0.97 2.76 0.02
H9 -0.62 2.95 2.12
H10 -1.85 3.67 4.11
H11 -3.78 2.36 4.95
H12 -4.45 0.28 3.79
F1 3.09 -6.15 -0.55
C15 2.41 -5.19 0.04
C16 2.89 -4.63 1.22
F2 4.01 -5.06 1.74
C17 2.18 -3.61 1.85
F3 2.64 -3.09 2.97
C18 0.99 -3.15 1.31
S1 0.00 -1.94 2.14
C19 0.56 -3.74 0.14
F4 -0.64 -3.26 -0.40
C20 1.22 -4.74 -0.52
F5 0.76 -5.24 -1.65

Values from the calculation:
multiplicity	4
total charge	+2
total energy	-62644.818	eV
F_max	0.78	eV/A

Record 2
Below is C20H12F6N5NiO6S2 as an isolated structure, with properties calculated with ωB97M-V/def2-TZVPD.

Geometry (Å):
Ni1 -0.47 -0.67 0.27
O1 -2.28 -4.15 0.59
C1 -1.90 -2.99 0.57
N1 -0.67 -2.49 0.46
C2 0.53 -3.21 0.63
C3 0.64 -4.56 0.89
C4 1.90 -5.11 1.10
C5 3.02 -4.31 1.06
C6 2.92 -2.94 0.79
C7 1.67 -2.38 0.56
N2 1.38 -1.05 0.19
C8 2.36 -0.22 -0.25
O2 3.54 -0.24 0.09
C9 1.96 0.79 -1.30
C10 2.78 1.89 -1.52
C11 2.52 2.72 -2.59
C12 1.46 2.42 -3.42
C13 0.69 1.31 -3.12
N3 0.91 0.51 -2.07
C14 -2.90 -1.87 0.79
C15 -4.23 -2.13 1.04
C16 -5.05 -1.08 1.45
C17 -4.49 0.17 1.63
C18 -3.15 0.36 1.33
N4 -2.38 -0.63 0.89
H1 -0.25 -5.17 0.91
H2 1.99 -6.17 1.30
H3 4.00 -4.73 1.23
H4 3.79 -2.32 0.77
H5 3.61 2.05 -0.85
H6 3.13 3.59 -2.77
H7 1.22 3.02 -4.28
H8 -0.16 1.05 -3.74
H9 -4.58 -3.15 0.94
H10 -6.09 -1.25 1.66
H11 -5.07 1.01 1.98
H12 -2.69 1.33 1.44
F1 -2.26 2.89 -2.66
C19 -2.30 2.13 -1.57
F2 -2.08 0.86 -1.93
F3 -3.52 2.19 -1.05
S1 -0.98 2.70 -0.37
O3 -0.53 1.50 0.32
O4 -0.01 3.40 -1.16
N5 -1.90 3.56 0.55
S2 -1.49 4.81 1.43
O5 -0.19 5.33 1.18
O6 -2.61 5.69 1.56
C20 -1.36 4.01 3.09
F4 -0.42 3.06 3.08
F5 -1.04 4.91 4.01
F6 -2.52 3.43 3.44

Values from the calculation:
total charge	-1
total energy	-119692.450	eV
F_max	0.70	eV/A

Record 3
Below is C20H12N5O9Pd as an isolated structure, with properties calculated with ωB97M-V/def2-TZVPD.

Geometry (Å):
Pd1 0.84 1.24 -0.02
O1 -2.73 -2.37 1.53
C1 -3.75 -1.84 0.86
C2 -4.94 -2.56 0.78
C3 -6.03 -2.04 0.11
C4 -5.96 -0.78 -0.49
C5 -4.78 -0.06 -0.42
C6 -3.66 -0.57 0.24
C7 -2.40 0.19 0.31
O2 -1.42 -0.25 0.94
N1 -2.41 1.41 -0.30
N2 -1.27 2.04 -0.24
C8 -1.30 3.33 -0.38
C9 -0.08 4.04 -0.22
C10 0.02 5.43 -0.30
C11 1.23 6.05 -0.07
C12 2.34 5.27 0.24
C13 2.18 3.90 0.28
N3 1.01 3.30 0.06
H1 -1.98 -1.72 1.47
H2 -4.98 -3.53 1.26
H3 -6.95 -2.61 0.06
H4 -6.82 -0.38 -1.01
H5 -4.70 0.91 -0.89
H6 -2.23 3.85 -0.53
H7 -0.87 6.00 -0.54
H8 1.31 7.13 -0.13
H9 3.31 5.70 0.43
H10 3.02 3.23 0.48
O3 4.83 0.61 0.40
C14 3.68 0.33 0.13
O4 2.80 1.25 -0.14
C15 3.26 -1.11 0.01
C16 4.26 -2.05 0.11
C17 4.01 -3.40 -0.07
C18 2.72 -3.83 -0.37
C19 1.73 -2.90 -0.46
C20 1.91 -1.50 -0.26
O5 0.88 -0.76 -0.34
N4 0.37 -3.37 -0.77
O6 0.02 -3.32 -1.93
O7 -0.30 -3.79 0.15
N5 5.07 -4.36 0.03
O8 6.19 -3.97 0.30
O9 4.79 -5.55 -0.14
H11 5.26 -1.70 0.32
H12 2.51 -4.88 -0.52

Values from the calculation:
total charge	-1
total energy	-50290.055	eV
F_max	1.08	eV/A

Record 4
Below is C20H13BiF6N5O7S5 as an isolated structure, with properties calculated with ωB97M-V/def2-TZVPD.

Geometry (Å):
Bi1 -0.14 0.29 -0.93
F1 -5.38 -1.93 -1.25
C1 -4.05 -1.76 -1.47
F2 -3.74 -2.64 -2.40
F3 -3.45 -2.11 -0.33
S1 -4.00 0.14 -1.66
O1 -2.68 0.80 -1.69
O2 -5.00 0.50 -2.60
N1 -4.54 0.36 -0.15
S2 -3.52 1.12 0.75
O3 -2.42 0.35 1.29
O4 -3.22 2.49 0.45
C2 -4.63 1.32 2.25
F4 -5.77 1.95 1.97
F5 -4.94 0.17 2.86
F6 -3.98 2.07 3.18
C3 2.19 -0.85 2.45
N2 1.30 0.27 2.65
C4 0.37 0.40 3.66
C5 -0.34 1.51 3.42
N3 0.13 2.07 2.25
C6 1.15 1.28 1.77
S3 2.12 1.51 0.40
C7 -0.49 3.16 1.57
C8 -1.16 4.13 2.30
C9 -1.75 5.17 1.60
C10 -1.65 5.19 0.22
C11 -0.96 4.17 -0.41
N4 -0.38 3.19 0.26
H1 2.53 -1.22 3.42
H2 3.03 -0.52 1.86
H3 1.68 -1.66 1.92
H4 0.29 -0.31 4.46
H5 -1.18 1.93 3.95
H6 -1.22 4.08 3.38
H7 -2.28 5.94 2.13
H8 -2.10 5.99 -0.35
H9 -0.85 4.13 -1.49
N5 8.01 -5.67 -2.24
C12 7.06 -5.04 -2.11
C13 5.88 -4.25 -1.94
C14 4.78 -4.43 -2.77
C15 3.64 -3.67 -2.59
C16 3.60 -2.70 -1.58
C17 4.71 -2.53 -0.75
C18 5.85 -3.30 -0.92
C19 2.47 -1.87 -1.40
C20 1.55 -1.10 -1.20
H10 4.81 -5.18 -3.55
H11 2.78 -3.80 -3.23
H12 4.67 -1.77 0.02
H13 6.71 -3.16 -0.28
O5 -1.12 -1.45 -2.04
S4 -1.22 -0.98 -3.48
O6 -0.50 -1.85 -4.37
O7 -2.58 -0.73 -3.86
S5 -0.09 0.78 -3.38

Values from the calculation:
total charge	-1
total energy	-119054.993	eV
F_max	2.19	eV/A